ORCA calculation (ωB97M-V/def2-TZVPD) on a molecular structure, C47H51GeN5OPtS at a distorted geometry.

Last column: Löwdin charge in e.
Positions of all 107 atoms, in Å:
Pt: 0.59 -0.13 -0.74  0.961
C: -2.68 3.96 4.08  -0.035
C: -2.94 2.53 4.46  -0.210
C: -3.77 2.22 5.53  -0.034
C: -3.96 0.90 5.93  -0.072
C: -3.28 -0.11 5.28  -0.073
C: -2.45 0.18 4.22  -0.041
C: -2.31 1.49 3.78  -0.199
N: -1.49 1.81 2.68  0.155
C: -1.20 1.04 1.57  -0.334
N: -2.11 0.09 1.27  0.160
C: -2.26 -0.79 0.19  -0.217
C: -1.35 -0.86 -0.88  -0.261
C: -1.57 -1.79 -1.90  -0.138
C: -2.61 -2.69 -1.82  -0.072
C: -3.52 -2.59 -0.78  -0.043
C: -3.38 -1.63 0.22  -0.208
C: -4.44 -1.53 1.29  -0.034
N: -0.12 1.29 0.90  0.039
C: 0.62 2.46 1.05  -0.279
C: 0.16 3.61 0.40  -0.028
C: 0.85 4.80 0.49  -0.082
C: 2.03 4.86 1.22  -0.079
C: 2.50 3.72 1.85  -0.043
C: 1.82 2.51 1.78  -0.224
C: 2.37 1.31 2.47  -0.033
H: -3.31 4.64 4.65  0.083
H: -2.86 4.12 3.01  0.084
H: -1.63 4.21 4.28  0.089
H: -4.26 3.02 6.06  0.115
H: -4.63 0.68 6.75  0.107
H: -3.38 -1.14 5.62  0.108
H: -1.87 -0.61 3.75  0.111
H: -0.91 2.63 2.79  0.135
H: -2.88 0.05 1.93  0.102
H: -0.91 -1.82 -2.75  0.093
H: -2.73 -3.46 -2.56  0.109
H: -4.37 -3.26 -0.75  0.111
H: -5.25 -2.23 1.07  0.084
H: -4.86 -0.53 1.33  0.091
H: -4.05 -1.78 2.28  0.081
H: -0.74 3.53 -0.19  0.101
H: 0.47 5.69 0.00  0.104
H: 2.58 5.78 1.28  0.105
H: 3.42 3.78 2.41  0.117
H: 3.44 1.43 2.66  0.090
H: 2.24 0.42 1.85  0.026
H: 1.87 1.15 3.42  0.091
C: 1.05 -2.28 2.50  -0.221
Ge: 1.51 -2.14 0.54  0.952
C: 3.51 -2.13 0.43  -0.307
C: 4.26 -2.27 1.59  -0.113
C: 5.64 -2.21 1.56  -0.079
C: 6.30 -1.99 0.37  -0.079
C: 5.57 -1.83 -0.80  -0.079
C: 4.19 -1.90 -0.77  -0.145
C: 0.97 -3.95 -0.12  -0.230
C: 0.57 -4.89 0.79  -0.104
C: 0.45 -6.25 0.45  -0.068
C: 0.66 -6.65 -0.83  -0.024
C: 0.99 -5.72 -1.83  -0.161
C: 1.21 -6.10 -3.17  -0.028
C: 1.55 -5.19 -4.12  -0.075
C: 1.68 -3.83 -3.78  -0.072
C: 1.47 -3.43 -2.49  -0.086
C: 1.14 -4.35 -1.47  -0.189
H: 1.61 -3.10 2.95  0.022
H: -0.01 -2.49 2.60  0.010
H: 1.26 -1.38 3.07  0.000
H: 3.75 -2.45 2.52  0.088
H: 6.20 -2.34 2.48  0.105
H: 7.38 -1.93 0.35  0.106
H: 6.08 -1.67 -1.74  0.106
H: 3.64 -1.74 -1.68  0.087
H: 0.39 -4.61 1.82  0.079
H: 0.21 -6.97 1.23  0.107
H: 0.58 -7.70 -1.10  0.115
H: 1.10 -7.15 -3.42  0.114
H: 1.72 -5.50 -5.14  0.105
H: 1.94 -3.12 -4.54  0.104
H: 1.54 -2.38 -2.22  0.046
C: 0.99 2.79 -3.17  -0.004
C: 2.06 2.38 -2.24  -0.373
N: 2.10 1.28 -1.51  -0.033
C: 3.29 1.28 -0.84  -0.151
C: 3.98 2.40 -1.16  -0.061
N: 3.20 3.08 -2.05  0.129
H: 0.09 2.23 -2.90  0.029
H: 1.27 2.55 -4.20  0.094
H: 0.79 3.86 -3.09  0.087
H: 3.57 0.47 -0.20  0.078
H: 4.93 2.76 -0.84  0.119
H: 3.44 3.96 -2.49  0.170
O: -1.50 1.53 -2.11  -0.610
S: -2.88 1.72 -2.58  0.967
C: -3.12 3.57 -2.74  -0.291
C: -2.75 3.94 -4.16  -0.238
C: -3.33 2.84 -5.03  -0.238
C: -2.85 1.53 -4.43  -0.288
H: -2.51 4.06 -1.99  0.082
H: -4.17 3.75 -2.54  0.089
H: -1.67 3.97 -4.27  0.105
H: -3.14 4.92 -4.43  0.119
H: -3.04 2.94 -6.08  0.120
H: -4.42 2.88 -4.98  0.117
H: -1.82 1.31 -4.70  0.096
H: -3.48 0.69 -4.70  0.086

Calculated values
* largest force on an atom: 2.72 eV/Å
* E_HOMO (spin up / spin down): -9.77 / -9.91 eV
* net charge: +1
* frontier orbital gap (spin up / spin down): 6.8 / 6.4 eV
* energy above the lowest of the compared OMol25 structures with the same formula, charge and spin: 195.9 kJ/mol
* multiplicity: 2

ORCA calculation (ωB97M-V/def2-TZVPD) on 6 unconnected molecules or ions with the total composition C47H51N2O23 at a distorted geometry.

Last column: Löwdin charge in e.
Positions of all 123 atoms, in Å:
C: -3.05 0.66 3.90  -0.093
C: -1.75 0.53 3.09  -0.213
C: -1.64 1.43 1.83  -0.259
C: -0.83 0.62 0.80  -0.067
C: -1.20 2.92 2.04  -0.259
N: -2.06 3.80 1.17  0.052
C: -2.00 3.58 -0.24  -0.471
C: -1.14 4.52 -1.08  0.027
O: -2.61 2.77 -0.80  0.162
C: -3.34 4.23 1.63  -0.470
C: -4.37 3.36 2.31  0.024
O: -3.65 5.35 1.42  0.133
C: 0.26 3.23 1.57  -0.064
C: 1.32 3.23 2.67  -0.437
C: 2.65 3.57 1.95  -0.037
C: 1.58 1.87 3.34  -0.010
N: 1.07 4.35 3.63  -0.084
O: 1.66 5.44 3.31  -0.015
C: -0.39 4.65 3.80  -0.455
C: -0.90 5.92 3.11  -0.019
C: -0.59 4.90 5.32  -0.022
C: -1.24 3.39 3.52  -0.060
H: -3.91 0.42 3.28  0.074
H: -3.16 1.60 4.42  0.052
H: -3.02 -0.11 4.67  0.074
H: -1.72 -0.50 2.73  0.108
H: -0.89 0.61 3.75  0.092
H: -2.65 1.46 1.42  0.110
H: 0.06 0.15 1.21  0.075
H: -0.53 1.22 -0.06  0.071
H: -1.48 -0.15 0.39  0.052
H: -0.11 4.17 -0.99  0.078
H: -1.40 4.41 -2.12  0.083
H: -1.18 5.54 -0.72  0.089
H: -4.24 3.31 3.39  0.072
H: -5.33 3.85 2.17  0.089
H: -4.46 2.36 1.89  0.076
H: 0.25 4.26 1.21  0.107
H: 0.61 2.65 0.72  0.116
H: 2.94 2.65 1.44  0.088
H: 2.52 4.31 1.16  0.085
H: 3.45 3.80 2.65  0.083
H: 1.16 1.03 2.80  0.072
H: 2.65 1.76 3.47  0.066
H: 1.17 1.85 4.35  0.071
H: -1.98 5.93 3.18  0.080
H: -0.52 6.09 2.11  0.084
H: -0.56 6.76 3.71  0.084
H: -0.47 3.97 5.87  0.082
H: -1.60 5.29 5.45  0.087
H: 0.13 5.65 5.65  0.087
H: -0.77 2.63 4.14  0.100
H: -2.24 3.49 3.91  0.105
C: -2.58 -3.10 -1.32  0.065
C: -3.12 -4.20 -1.86  -0.233
C: -4.14 -4.11 -2.96  -0.304
O: -4.59 -5.14 -3.43  0.099
C: -4.56 -2.79 -3.41  0.082
C: -4.02 -1.69 -2.86  -0.227
C: -2.98 -1.78 -1.78  -0.288
O: -2.52 -0.75 -1.34  0.098
O: -4.37 -0.46 -3.23  0.124
O: -2.79 -5.43 -1.47  0.107
H: -1.85 -3.15 -0.53  0.122
H: -5.31 -2.73 -4.19  0.113
H: -3.84 0.15 -2.68  0.121
H: -3.32 -6.04 -2.03  0.119
C: 3.41 -4.71 -0.07  0.079
C: 2.14 -4.78 -0.47  -0.233
C: 1.45 -3.61 -1.11  -0.300
O: 0.29 -3.74 -1.47  0.099
C: 2.20 -2.37 -1.27  0.081
C: 3.47 -2.29 -0.86  -0.237
C: 4.17 -3.47 -0.24  -0.313
O: 5.33 -3.35 0.09  0.107
O: 4.20 -1.19 -0.98  0.112
O: 1.41 -5.88 -0.33  0.119
H: 3.92 -5.54 0.39  0.137
H: 1.68 -1.53 -1.71  0.137
H: 5.08 -1.40 -0.62  0.117
H: 0.53 -5.67 -0.70  0.120
C: -6.61 -4.66 -6.43  0.080
C: -7.15 -5.76 -6.97  -0.233
C: -8.17 -5.67 -8.07  -0.314
O: -8.61 -6.71 -8.54  0.110
C: -8.59 -4.35 -8.51  0.076
C: -8.05 -3.25 -7.97  -0.238
C: -7.01 -3.34 -6.89  -0.307
O: -6.54 -2.31 -6.44  0.102
O: -8.40 -2.02 -8.34  0.113
O: -6.82 -6.99 -6.58  0.119
H: -5.87 -4.72 -5.64  0.113
H: -9.33 -4.30 -9.29  0.136
H: -7.86 -1.42 -7.79  0.121
H: -7.35 -7.60 -7.13  0.122
C: 6.15 -3.70 -5.93  0.076
C: 5.88 -2.55 -6.55  -0.239
C: 5.95 -1.23 -5.83  -0.314
O: 5.72 -0.21 -6.45  0.112
C: 6.30 -1.24 -4.41  0.078
C: 6.56 -2.40 -3.79  -0.237
C: 6.51 -3.71 -4.52  -0.314
O: 6.78 -4.73 -3.91  0.112
O: 6.88 -2.46 -2.50  0.101
O: 5.54 -2.49 -7.83  0.115
H: 6.10 -4.66 -6.44  0.136
H: 6.33 -0.29 -3.90  0.137
H: 7.02 -3.41 -2.31  0.120
H: 5.40 -1.54 -8.03  0.122
C: 6.21 0.52 7.37  0.076
C: 4.93 0.52 6.98  -0.236
C: 4.32 1.69 6.28  -0.304
O: 3.15 1.62 5.94  0.093
C: 5.15 2.86 6.05  0.080
C: 6.43 2.87 6.44  -0.237
C: 7.05 1.68 7.12  -0.314
O: 8.22 1.74 7.43  0.112
O: 7.23 3.91 6.25  0.118
O: 4.12 -0.52 7.19  0.114
H: 6.66 -0.33 7.88  0.136
H: 4.69 3.71 5.56  0.137
H: 8.10 3.66 6.62  0.123
H: 3.25 -0.27 6.82  0.121

Calculated values
* largest force on an atom: 3.86 eV/Å
* E_HOMO (spin up / spin down): -8.57 / -9.27 eV
* net charge: 0
* frontier orbital gap (spin up / spin down): 6.8 / 7.5 eV
* energy above the lowest of the compared OMol25 structures with the same formula, charge and spin: 137.7 kJ/mol
* multiplicity: 2

ORCA calculation (ωB97M-V/def2-TZVPD) on a molecular structure, C47H51N3O4P3PtS3Se2Si at a distorted geometry.

Last column: Löwdin charge in e.
Positions of all 115 atoms, in Å:
Pt: 0.59 -1.27 0.45  0.488
O: 2.53 -1.20 1.54  -0.423
S: 2.26 0.12 2.18  0.361
O: 3.32 0.60 3.02  -0.282
O: 1.77 1.04 1.16  -0.352
O: 1.03 -0.18 3.14  -0.333
Se: 1.71 1.05 -6.61  0.264
P: 0.42 1.49 -5.02  0.502
C: 0.54 3.22 -4.46  -0.333
C: 1.76 3.87 -4.58  -0.095
C: 1.93 5.14 -4.05  -0.075
C: 0.88 5.78 -3.41  -0.087
C: -0.35 5.15 -3.30  -0.088
C: -0.51 3.87 -3.82  -0.098
C: -1.29 1.20 -5.54  -0.375
C: -1.98 2.17 -6.26  -0.095
C: -3.18 1.86 -6.88  -0.086
C: -3.67 0.56 -6.82  -0.095
C: -2.98 -0.41 -6.11  -0.079
C: -1.79 -0.10 -5.48  -0.088
C: 0.71 0.55 -3.51  -0.420
C: 0.04 0.18 -2.34  -0.416
N: 0.96 -0.48 -1.59  -0.178
N: 2.09 -0.56 -2.26  -0.009
N: 1.96 0.06 -3.41  0.003
P: -1.50 0.48 -1.46  0.726
Se: -1.68 -1.02 0.08  0.457
C: -3.01 0.36 -2.46  -0.341
C: -3.75 -0.83 -2.45  -0.108
C: -4.97 -0.89 -3.10  -0.073
C: -5.48 0.22 -3.75  -0.081
C: -4.75 1.40 -3.77  -0.078
C: -3.52 1.47 -3.13  -0.103
C: -1.36 2.19 -0.90  -0.334
C: -2.48 2.93 -0.53  -0.086
C: -2.32 4.21 -0.02  -0.080
C: -1.05 4.73 0.16  -0.093
C: 0.07 3.97 -0.15  -0.067
C: -0.08 2.69 -0.68  -0.080
H: 2.58 3.36 -5.08  0.068
H: 2.89 5.63 -4.14  0.102
H: 1.02 6.77 -3.00  0.101
H: -1.18 5.64 -2.80  0.102
H: -1.47 3.39 -3.74  0.074
H: -1.57 3.17 -6.34  0.109
H: -3.71 2.62 -7.44  0.102
H: -4.60 0.31 -7.32  0.103
H: -3.37 -1.42 -6.05  0.110
H: -1.24 -0.86 -4.94  0.118
H: -3.37 -1.69 -1.92  0.059
H: -5.54 -1.82 -3.07  0.107
H: -6.44 0.17 -4.24  0.106
H: -5.13 2.27 -4.28  0.110
H: -2.97 2.39 -3.14  0.081
H: -3.48 2.52 -0.65  0.109
H: -3.19 4.80 0.24  0.103
H: -0.92 5.73 0.56  0.106
H: 1.06 4.36 0.02  0.120
H: 0.79 2.10 -0.90  0.099
C: 1.87 0.25 5.87  -0.130
Si: 0.51 0.45 4.61  0.571
C: -0.93 -0.71 5.04  -0.585
C: -1.09 -0.75 6.57  -0.100
C: -2.27 -0.31 4.42  -0.089
C: -0.59 -2.12 4.54  -0.096
C: 0.07 2.28 4.42  -0.586
C: 1.36 3.11 4.34  -0.085
C: -0.74 2.52 3.14  -0.076
C: -0.72 2.78 5.64  -0.094
H: 1.64 0.78 6.80  0.039
H: 2.80 0.65 5.46  0.029
H: 2.03 -0.80 6.10  0.041
H: -1.29 0.23 7.00  0.069
H: -0.20 -1.16 7.06  0.070
H: -1.94 -1.40 6.83  0.081
H: -2.61 0.68 4.74  0.059
H: -3.04 -1.03 4.73  0.084
H: -2.23 -0.32 3.33  0.061
H: 0.38 -2.47 4.92  0.086
H: -0.54 -2.16 3.45  0.017
H: -1.36 -2.82 4.88  0.088
H: 2.00 2.80 3.51  0.071
H: 1.95 3.03 5.25  0.077
H: 1.10 4.16 4.19  0.083
H: -0.20 2.15 2.26  0.062
H: -0.90 3.59 3.01  0.080
H: -1.71 2.03 3.17  0.069
H: -0.14 2.69 6.56  0.077
H: -1.66 2.25 5.79  0.058
H: -0.96 3.84 5.50  0.082
S: 1.04 -4.34 -2.12  0.175
P: 1.58 -4.35 -0.24  0.082
S: 0.31 -3.47 1.13  0.230
C: 1.74 -6.06 0.40  -0.383
C: 2.78 -6.83 -0.12  -0.095
C: 2.97 -8.13 0.31  -0.090
C: 2.12 -8.68 1.26  -0.104
C: 1.08 -7.92 1.77  -0.094
C: 0.89 -6.62 1.34  -0.111
C: 3.24 -3.66 0.02  -0.419
C: 3.88 -3.82 1.24  -0.109
C: 5.16 -3.32 1.42  -0.087
C: 5.79 -2.65 0.38  -0.089
C: 5.15 -2.48 -0.83  -0.074
C: 3.87 -2.99 -1.02  -0.119
H: 3.45 -6.40 -0.86  0.109
H: 3.79 -8.72 -0.10  0.098
H: 2.27 -9.70 1.60  0.094
H: 0.41 -8.35 2.50  0.097
H: 0.08 -6.03 1.75  0.059
H: 3.37 -4.32 2.06  0.111
H: 5.66 -3.44 2.38  0.099
H: 6.79 -2.25 0.53  0.096
H: 5.63 -1.94 -1.64  0.102
H: 3.34 -2.85 -1.95  0.049

Calculated values
* largest force on an atom: 1.81 eV/Å
* E_HOMO: -4.98 eV
* net charge: -1
* frontier orbital gap: 6.7 eV
* energy above the lowest of the compared OMol25 structures with the same formula, charge and spin: 50.2 kJ/mol

ORCA calculation (ωB97M-V/def2-TZVPD) on a molecular structure, C47H52Cl4GeN2O4Si4W at a distorted geometry.

Last column: Löwdin charge in e.
Positions of all 115 atoms, in Å:
W: 0.52 -0.19 -0.44  1.413
O: 1.31 1.00 0.73  -0.314
C: 1.60 0.94 2.05  -0.306
C: 2.52 1.83 2.58  -0.048
C: 2.83 1.85 3.94  -0.086
C: 2.18 0.96 4.79  -0.108
C: 1.26 0.07 4.30  -0.040
C: 0.94 0.00 2.92  -0.166
C: -0.02 -0.93 2.49  -0.118
N: -0.37 -1.06 1.19  -0.283
N: -1.35 -1.99 0.89  0.100
C: -1.62 -1.95 -0.41  -0.392
O: -0.84 -1.14 -1.19  -0.343
C: -2.69 -2.69 -0.99  -0.163
C: -3.13 -2.42 -2.30  -0.013
C: -4.18 -3.12 -2.85  -0.078
C: -4.82 -4.12 -2.12  -0.085
C: -4.39 -4.40 -0.82  -0.090
C: -3.35 -3.70 -0.26  -0.022
H: 3.00 2.53 1.90  0.125
H: 3.56 2.54 4.32  0.097
H: 2.40 0.96 5.85  0.095
H: 0.76 -0.62 4.96  0.108
H: -0.49 -1.58 3.22  0.132
H: -2.64 -1.63 -2.85  0.106
H: -4.51 -2.89 -3.85  0.103
H: -5.65 -4.66 -2.56  0.094
H: -4.88 -5.18 -0.26  0.099
H: -3.00 -3.91 0.74  0.108
Cl: 3.86 3.68 -5.07  0.649
C: 2.73 3.06 -3.93  -0.718
C: 1.61 3.80 -3.62  -0.716
Cl: 1.41 5.38 -4.28  0.657
C: 0.61 3.27 -2.79  -0.567
Cl: -0.89 4.09 -2.59  0.786
C: 0.84 2.04 -2.17  -0.319
O: -0.05 1.36 -1.44  -0.345
C: 2.05 1.35 -2.36  -0.313
O: 2.13 0.21 -1.64  -0.377
C: 2.96 1.82 -3.33  -0.579
Cl: 4.26 0.85 -3.92  0.748
C: -5.30 1.22 -2.81  -0.099
C: -3.98 1.16 -3.20  -0.091
C: -2.97 1.14 -2.26  -0.118
C: -3.25 1.18 -0.90  -0.249
C: -4.59 1.23 -0.51  -0.104
C: -5.60 1.25 -1.46  -0.094
Si: -1.87 1.33 0.44  0.889
C: -1.55 3.22 0.59  -0.282
C: -0.37 3.73 1.13  -0.094
C: -0.18 5.10 1.26  -0.085
C: -1.16 5.98 0.84  -0.101
C: -2.33 5.48 0.28  -0.113
C: -2.52 4.12 0.16  -0.140
C: -2.75 0.88 2.08  -0.273
C: -2.68 1.73 3.18  -0.090
C: -3.34 1.44 4.36  -0.096
C: -4.10 0.28 4.46  -0.104
C: -4.17 -0.58 3.38  -0.091
C: -3.50 -0.29 2.20  -0.124
H: -6.09 1.25 -3.55  0.093
H: -3.73 1.14 -4.26  0.101
H: -1.94 1.11 -2.59  0.079
H: -4.84 1.27 0.54  0.095
H: -6.63 1.30 -1.13  0.096
H: 0.41 3.06 1.45  0.077
H: 0.74 5.47 1.69  0.098
H: -1.01 7.05 0.94  0.095
H: -3.10 6.17 -0.06  0.097
H: -3.43 3.75 -0.28  0.095
H: -2.10 2.64 3.11  0.095
H: -3.28 2.12 5.20  0.095
H: -4.63 0.06 5.37  0.093
H: -4.75 -1.49 3.44  0.097
H: -3.56 -0.97 1.37  0.086
C: 3.17 -5.47 0.13  -0.203
Si: 2.21 -4.09 1.05  0.392
C: 3.04 -3.98 2.78  -0.224
C: 0.45 -4.79 1.39  -0.217
Ge: 2.13 -1.87 0.13  0.648
Si: 1.42 -2.18 -2.26  0.429
C: 0.48 -1.06 -3.55  -0.166
C: 3.04 -2.58 -3.22  -0.212
C: 0.39 -3.81 -2.35  -0.186
Si: 4.53 -1.47 0.19  0.429
C: 5.28 -0.21 -1.04  -0.242
C: 5.79 -2.92 0.14  -0.223
C: 4.84 -0.67 1.91  -0.219
H: 3.25 -6.36 0.75  0.024
H: 4.17 -5.15 -0.12  -0.008
H: 2.67 -5.75 -0.79  0.007
H: 3.10 -4.94 3.27  0.021
H: 2.47 -3.31 3.42  0.014
H: 4.04 -3.58 2.70  -0.004
H: 0.41 -5.33 2.33  0.016
H: 0.14 -5.48 0.61  0.015
H: -0.28 -3.99 1.43  -0.019
H: 1.15 -0.65 -4.30  0.038
H: -0.03 -0.22 -3.07  -0.004
H: -0.29 -1.64 -4.07  0.034
H: 3.68 -1.72 -3.27  -0.035
H: 2.83 -2.90 -4.23  0.025
H: 3.59 -3.37 -2.72  0.010
H: -0.60 -3.69 -1.90  0.003
H: 0.89 -4.62 -1.83  -0.005
H: 0.23 -4.12 -3.38  0.028
H: 5.49 -0.66 -2.00  -0.012
H: 6.21 0.21 -0.66  0.027
H: 4.59 0.62 -1.19  -0.010
H: 5.77 -3.44 -0.81  0.010
H: 5.61 -3.64 0.93  -0.002
H: 6.80 -2.53 0.28  0.021
H: 4.58 0.38 1.89  0.004
H: 5.88 -0.73 2.22  0.022
H: 4.24 -1.13 2.68  0.006

Calculated values
* largest force on an atom: 5.86 eV/Å
* E_HOMO (spin up / spin down): -3.32 / -4.19 eV
* net charge: -1
* frontier orbital gap (spin up / spin down): 5.1 / 5.7 eV
* multiplicity: 2

Number 1: M 1001.7 g/mol. Number 2: M 1011.9 g/mol. Number 3: M 1292.1 g/mol. Number 4: M 1219.5 g/mol.